Here is C27H45AuOSi4Te as an isolated structure at a distorted geometry from the Open Molecules 2025 dataset. Energies are from ωB97M-V with the def2-TZVPD basis set.

Each line ends with the Mulliken charge.
Element x y z (Å)
C  -2.05204  1.61878  0.78230  0.0621
C  -1.91650  0.63767  1.96437  0.1852
C  -0.51655  0.61573  2.31464  -1.0073
H  -2.50295  -0.41120  2.10507  0.1742
C  0.12297  1.71721  1.63111  -0.3411
C  -0.77256  2.25008  0.60610  -1.7406
H  -0.58319  3.13455  -0.06958  0.4299
H  -2.80027  1.74727  -0.08211  0.7329
H  -0.10388  -0.04080  3.13833  0.2359
H  1.02141  2.21009  1.98259  0.7354
C  0.23324  -2.23928  -0.73302  -1.2060
C  -1.19710  -2.27988  -0.63553  -0.2921
C  -1.72823  -1.34122  -1.78880  1.5362
H  -1.74463  -2.73327  0.23660  0.4079
C  -0.55258  -0.67757  -2.36498  -1.4142
C  0.61423  -1.38051  -1.79568  -0.2107
H  1.59414  -1.36533  -2.32345  0.4154
H  0.86191  -2.98769  -0.23248  0.4162
H  -2.71595  -0.91974  -2.09472  -1.1652
H  -0.63486  0.10583  -3.12381  0.4280
Au  0.07739  0.28030  -0.24582  0.5721
O  2.06330  -0.64348  0.57440  -0.5273
C  2.77081  0.09495  1.51123  -0.8818
C  3.52184  1.20596  0.89188  -0.4186
H  2.21306  0.46530  2.42260  0.1437
H  3.41261  -0.77031  1.74368  0.5627
H  3.03312  2.18259  0.87708  0.2673
H  5.49484  2.89845  1.12609  0.3383
C  5.75759  2.04328  0.48672  -0.4931
C  4.76460  1.03410  0.27747  0.6391
C  5.11736  -0.10294  -0.53450  -0.3584
H  4.35164  -0.86526  -0.73019  0.3218
C  6.39471  -0.19727  -1.07949  -0.4314
H  6.64610  -1.06303  -1.70120  0.3533
C  7.36218  0.79480  -0.83514  -0.4146
H  8.36632  0.70082  -1.26211  0.3370
C  7.03289  1.91038  -0.04101  -0.4422
H  7.78060  2.68322  0.15615  0.3302
C  -4.71726  1.69534  -2.71110  -1.1852
Si  -5.22555  -0.06168  -2.38146  1.2181
C  -7.06564  -0.26419  -2.51439  -1.1310
C  -4.40639  -1.14584  -3.66128  -1.0812
Si  -4.90951  -0.68526  -0.20445  -0.7882
Te  -2.28445  -0.56504  0.12772  -0.7059
Si  -5.53703  0.75448  1.40368  1.4915
C  -7.37728  0.49113  1.31521  -1.2657
C  -4.95779  0.33936  3.11517  -1.1645
C  -5.17702  2.54231  1.06569  -1.1018
Si  -4.90598  -2.90996  0.23701  1.2223
C  -6.74302  -3.20319  0.20006  -1.2280
C  -4.11359  -3.99158  -1.04902  -1.0610
C  -4.23789  -3.31166  1.92267  -1.1090
H  -5.02940  1.91373  -3.74366  0.4387
H  -3.62889  1.82491  -2.64624  0.2682
H  -5.21319  2.39842  -2.03186  0.2927
H  -7.31676  0.00837  -3.54695  0.4596
H  -7.36480  -1.30229  -2.33309  0.2583
H  -7.59202  0.40382  -1.82575  0.2687
H  -3.31344  -1.05734  -3.65544  0.4302
H  -4.68065  -2.19858  -3.53367  0.3147
H  -4.78285  -0.79378  -4.63213  0.4664
H  -7.64994  -0.54117  1.55535  0.2728
H  -7.78920  1.16190  2.07948  0.4479
H  -7.77904  0.76849  0.33576  0.2752
H  -3.88517  0.52085  3.25025  0.4005
H  -5.51599  1.01981  3.77665  0.4464
H  -5.19835  -0.69401  3.38986  0.3181
H  -4.10832  2.77448  1.13863  0.3216
H  -5.55797  2.86022  0.08855  0.3202
H  -5.71207  3.09599  1.85229  0.4376
H  -7.16517  -2.97405  -0.78459  0.2494
H  -6.86573  -4.27403  0.40452  0.4528
H  -7.26061  -2.62616  0.97263  0.2575
H  -3.02630  -3.87172  -1.09933  0.4065
H  -4.34732  -5.02392  -0.74348  0.4491
H  -4.54494  -3.81461  -2.04141  0.2685
H  -3.15698  -3.14765  2.00312  0.3033
H  -4.75326  -2.74501  2.70737  0.3021
H  -4.43854  -4.38333  2.07023  0.4824

Computed properties:
charge = 0
2S+1 = 3
expectation value of S² = 2.031
HOMO level (spin up / spin down) = -6.09 / -6.22 eV
ΔE to the lowest compared entry with this formula, charge and spin = 211.21 kcal per mole
Kohn-Sham gap (spin up / spin down) = 0.21387 / 0.17977 Ha